C27H21GdN7O3S4 | ωB97M-V/def2-TZVPD

Geometry as XYZ:
```
63
C27H21GdN7O3S4, DFT ωB97M-V/def2-TZVPD
Gd -0.2203 -0.0432 -0.3280
O -1.2631 3.6235 6.2656
N -0.2476 2.9171 6.0972
O 0.5468 2.6827 7.0442
C 0.1469 2.3625 4.8452
C 1.3999 1.8670 4.7741
C 1.9309 1.2773 3.6061
C 3.2337 0.7887 3.5110
C 3.7157 0.3075 2.2854
C 2.7796 0.1857 1.2421
N 1.4613 0.4739 1.3405
C 1.0581 1.1305 2.5123
C -0.2875 1.5864 2.6237
N -1.1233 1.3891 1.5177
C -2.3815 1.7182 1.6462
C -2.9521 2.2905 2.7898
C -2.0987 2.6517 3.8000
C -0.7791 2.2344 3.8016
H 2.0557 1.9183 5.6795
H 3.9214 0.9415 4.3404
H 4.7950 0.2038 2.0504
H 3.1057 -0.1130 0.2422
H -2.9994 1.5122 0.7809
H -4.0142 2.4981 2.8142
H -2.4625 3.1419 4.7176
S 1.8847 -0.4692 -2.5483
C 2.9377 -1.8952 -2.3703
C 3.9408 -2.2440 -3.3363
C 4.6206 -3.4675 -3.2831
C 4.2545 -4.4162 -2.3455
C 3.3113 -4.1334 -1.3846
C 2.6073 -2.9073 -1.4186
S 1.2495 -2.7963 -0.3785
H 4.1903 -1.5715 -4.1643
H 5.3415 -3.7140 -4.0304
H 4.6947 -5.3963 -2.3865
H 2.9826 -4.9029 -0.6740
N -0.9808 -1.4468 1.7812
N -1.8347 -2.5172 1.3379
C -2.9031 -2.3178 0.5181
N -3.8959 -3.1817 0.5869
S -2.8591 -1.0660 -0.6817
H -0.0959 -1.8620 2.0796
H -1.4180 -0.9796 2.5912
H -1.7801 -3.4216 1.8591
H -3.7474 -4.0307 1.0877
H -4.6117 -3.1964 -0.1119
S -2.5937 3.7341 -2.3916
C -1.3204 2.9063 -1.6595
N -0.9384 1.7274 -2.1466
C -1.4746 1.5729 -3.4534
C -1.1832 0.5968 -4.4156
C -1.8437 0.7039 -5.6350
C -2.6932 1.7446 -5.9326
C -2.8988 2.7773 -5.0029
C -2.3615 2.6558 -3.7340
H -0.9725 3.3764 -0.7501
H -0.4590 -0.2178 -4.2745
H -1.6033 -0.0332 -6.4199
H -3.1618 1.7215 -6.8899
H -3.4354 3.6931 -5.2319
O -0.4415 -2.6561 -2.7339
C 0.1708 -1.9157 -2.0562
```

## Properties
2S+1: 8
Charge: +1
Highest occupied orbital energy (spin up / spin down) (hartree): -0.2883 / -0.3970
Frontier orbital gap (spin up / spin down) (eV): 4.49 / 6.68
LUMO (spin up / spin down) (eV): -3.35 / -4.13
Relative energy (zero: lowest compared OMol25 entry of this formula, charge and spin) (kJ/mol): 377.18
Max |F| (eV/Å): 4.3
Expectation value of S²: 16.122

These are the Löwdin partial charges, in e, on atoms 1 to 5: atom 1 (Gd): 1.2901, atom 2 (O): 0.0677, atom 3 (N): -0.2818, atom 4 (O): 0.0517, atom 5 (C): -0.1128

---

C3H4O3Y | ωB97M-V/def2-TZVPD

Geometry as XYZ:
```
11
C3H4O3Y, DFT ωB97M-V/def2-TZVPD
C -2.5777 -0.2813 -0.1099
O -0.1400 0.8558 0.0189
C -0.2254 -0.3806 -0.1856
C -2.5036 1.0035 0.5862
O -1.4870 -0.9142 -0.4370
O 0.7053 -1.1630 0.0135
H -3.4086 -0.9691 0.0772
H -2.0332 0.8328 1.5660
H -2.7812 1.4152 -0.5167
Y 2.3065 0.5402 0.1979
H -3.5045 1.2592 0.9820
```

## Properties
Charge: +3
Highest occupied orbital energy (hartree): -0.8512
Frontier orbital gap (eV): 7.05
LUMO (eV): -16.11
Relative energy (zero: lowest compared OMol25 entry of this formula, charge and spin) (kJ/mol): 346.17
Max |F| (eV/Å): 5.3

These are the Löwdin partial charges, in e, on atoms 1 to 5: atom 1 (C): 0.0811, atom 2 (O): -0.0159, atom 3 (C): -0.6317, atom 4 (C): 0.0240, atom 5 (O): 0.2143

---

C18H45BN3O2 | ωB97M-V/def2-TZVPD

Geometry as XYZ:
```
69
C18H45BN3O2, DFT ωB97M-V/def2-TZVPD
C 1.3160 4.0719 -2.0709
B 0.1437 3.0547 -1.9562
O -1.0445 3.3621 -1.3474
C 0.1707 1.4725 -2.3040
C -0.9416 0.9568 -3.2131
C -0.8338 1.5291 -4.6319
C 0.6051 1.8414 -5.1296
C 1.8041 1.4995 -4.2260
N 1.4254 0.8871 -2.8978
O 2.5332 1.0403 -2.0463
H 2.3265 3.6645 -2.0450
H 1.2019 4.6272 -3.0137
H 1.2219 4.8165 -1.2758
H -1.8454 3.6329 -1.7941
H 0.0978 0.9915 -1.3178
H -1.8992 1.2115 -2.7564
H -0.9367 -0.1415 -3.2197
H -1.4246 2.4436 -4.7031
H -1.2995 0.8244 -5.3210
H 0.7622 1.3472 -6.0874
H 0.6834 2.9097 -5.3321
H 2.3554 2.3840 -3.9134
H 2.5040 0.7981 -4.6762
H 1.2489 -0.1121 -3.0317
H 2.6499 0.2069 -1.5630
C -2.2537 0.4424 4.6174
C -1.6797 1.7805 4.1813
N -0.3977 1.6510 3.5049
C 0.3303 2.9020 3.3673
C -0.2831 3.9896 2.4784
C -0.3803 0.7705 2.3521
C -1.3375 1.0829 1.1928
H -1.5193 -0.1159 5.1994
H -3.1385 0.6012 5.2337
H -2.5561 -0.1730 3.7680
H -1.4996 2.4030 5.0616
H -2.4334 2.3159 3.5818
H 1.3319 2.6557 3.0021
H 0.4564 3.3085 4.3740
H -0.2467 3.7309 1.4196
H 0.2569 4.9277 2.6171
H -1.3275 4.1703 2.7387
H -0.5918 -0.2413 2.7076
H 0.6497 0.7497 1.9811
H -2.3358 1.3457 1.5445
H -1.4415 0.1951 0.5600
H -0.9720 1.8873 0.5607
C 1.3004 -6.3166 1.1771
C 1.4740 -4.9166 0.6132
N 0.2788 -4.4310 -0.0620
C 0.5006 -3.2645 -0.8859
C 0.9082 -1.9687 -0.1707
C -0.9510 -4.4410 0.7252
C -0.9485 -3.6739 2.0506
H 0.9439 -6.9980 0.4039
H 2.2538 -6.6854 1.5549
H 0.5916 -6.3380 2.0055
H 2.2710 -4.9233 -0.1369
H 1.8174 -4.2475 1.4180
H -0.4201 -3.0861 -1.4509
H 1.2777 -3.5240 -1.6130
H 0.0820 -1.5401 0.3930
H 1.2285 -1.2200 -0.9115
H 1.7417 -2.1252 0.5151
H -1.2046 -5.4823 0.9297
H -1.7414 -4.0572 0.0748
H -0.0677 -3.9186 2.6471
H -1.8257 -3.9496 2.6373
H -0.9666 -2.5924 1.9148
```

## Properties
Charge: +1
Highest occupied orbital energy (hartree): -0.3723
Frontier orbital gap (eV): 7.17
LUMO (eV): -2.96
Max |F| (eV/Å): 0.5

These are the Löwdin partial charges, in e, on atoms 1 to 5: atom 1 (C): 0.0240, atom 2 (B): -0.4548, atom 3 (O): 0.1490, atom 4 (C): -0.1367, atom 5 (C): -0.1303

---

C23H72O13 | ωB97M-V/def2-TZVPD

Geometry as XYZ:
```
108
C23H72O13, DFT ωB97M-V/def2-TZVPD
C 2.2784 9.9206 1.2600
C 1.5215 10.0913 -0.0049
C 0.2043 9.2627 0.0100
O 1.2195 11.4679 -0.2242
H 3.1863 10.5226 1.2988
H 2.5148 8.8719 1.4401
H 1.7095 10.1544 2.1599
H 2.1486 9.7382 -0.8236
H -0.3689 9.5351 0.8962
H 0.3975 8.1922 0.0789
H -0.3325 9.4314 -0.9235
H 0.7175 11.8553 0.4966
C -4.1500 -5.1272 4.7199
C -4.7660 -3.8187 4.2668
C -4.8150 -2.7862 5.3954
O -3.9628 -3.1768 3.3092
H -3.1143 -4.9510 5.0105
H -4.1585 -5.8582 3.9115
H -4.6158 -5.5140 5.6263
H -5.8087 -3.9882 3.9984
H -5.4872 -3.1599 6.1679
H -5.1706 -1.8319 5.0069
H -3.8183 -2.7163 5.8309
H -4.5263 -2.4942 2.9377
C 3.4799 -4.0024 -6.5368
C 4.7638 -3.2454 -6.5198
C 5.4819 -3.3069 -7.8322
O 4.4013 -1.9034 -6.1629
H 2.8176 -3.6523 -7.3286
H 2.9970 -3.9245 -5.5627
H 3.5711 -5.0844 -6.6312
H 5.3721 -3.5436 -5.6658
H 4.8488 -3.0431 -8.6793
H 5.9864 -4.2502 -8.0414
H 6.2306 -2.5149 -7.8490
H 3.7299 -1.9676 -5.4798
C 0.2439 -8.0474 -0.8393
C 0.0128 -8.7339 0.4748
C -1.0514 -9.8935 0.3528
O 1.2788 -9.3037 0.9025
H -0.7375 -7.7530 -1.2113
H 0.7223 -8.6138 -1.6384
H 0.7523 -7.1032 -0.6441
H -0.3080 -8.0312 1.2437
H -0.7685 -10.6452 -0.3841
H -1.9961 -9.3828 0.1662
H -1.2202 -10.2809 1.3576
H 1.1671 -9.5414 1.8259
C -2.8487 6.4089 5.5381
C -2.7298 4.9052 5.5057
C -1.9919 4.3354 4.3145
O -2.0460 4.4517 6.6315
H -3.1650 6.8341 6.4906
H -3.4585 6.7488 4.7009
H -1.8864 6.9084 5.4266
H -3.6786 4.3688 5.5035
H -1.0259 4.8156 4.1587
H -2.6905 4.6179 3.5270
H -1.9103 3.2486 4.3309
H -1.1378 4.7038 6.4491
C 2.3191 -2.2168 4.4212
O 1.8340 -2.2302 3.0563
H 1.6742 -1.7152 5.1427
H 2.4782 -3.2554 4.7115
H 3.3184 -1.7821 4.4404
H 0.9477 -2.5967 3.0985
C 4.7836 4.5819 -4.8020
O 5.8088 3.8361 -5.3651
H 4.7221 4.3563 -3.7374
H 5.0090 5.6432 -4.9067
H 3.8635 4.3191 -5.3239
H 5.4991 2.9279 -5.3953
C -4.0846 -3.2513 -4.3400
O -4.2434 -4.3615 -5.2079
H -4.0896 -3.5452 -3.2904
H -3.1093 -2.7991 -4.5202
H -4.8773 -2.5095 -4.4374
H -5.1430 -4.6933 -5.1604
C 7.0599 -4.5154 0.3757
O 7.8828 -5.1160 -0.5980
H 6.4299 -5.1961 0.9482
H 7.6334 -4.0349 1.1684
H 6.3922 -3.8145 -0.1252
H 7.4241 -5.9408 -0.7736
C -0.1720 1.1202 -1.8068
O 0.7503 0.0738 -2.0090
H 0.2477 1.7470 -1.0200
H -0.4405 1.7745 -2.6362
H -1.1131 0.6853 -1.4704
H 0.8907 -0.2980 -1.1352
C -6.0650 5.2917 -2.0031
O -5.7258 4.0969 -2.5841
H -6.8529 5.7697 -2.5853
H -6.4608 5.1874 -0.9929
H -5.1889 5.9400 -1.9904
H -5.3948 4.3436 -3.4508
C -8.4077 -0.9552 -0.5103
O -7.3471 -0.2485 0.0354
H -8.9224 -1.6037 0.1987
H -9.1756 -0.2842 -0.8953
H -8.0681 -1.5056 -1.3877
H -7.0436 0.3422 -0.6577
C 6.5987 2.8372 2.1061
O 6.8949 3.7074 3.1177
H 5.5242 2.8709 1.9256
H 7.1045 3.1224 1.1836
H 6.9807 1.8481 2.3587
H 7.8444 3.8465 3.0907
```

## Properties
Charge: 0
Highest occupied orbital energy (hartree): -0.3684
Frontier orbital gap (eV): 10.02
LUMO (eV): 0.00
Relative energy (zero: lowest compared OMol25 entry of this formula, charge and spin) (kJ/mol): 429.10
Max |F| (eV/Å): 2.4

These are the Löwdin partial charges, in e, on atoms 1 to 5: atom 1 (C): -0.0855, atom 2 (C): -0.4971, atom 3 (C): -0.0550, atom 4 (O): -0.0532, atom 5 (H): 0.0844

---

C5H21BaO6 | ωB97M-V/def2-TZVPD

Geometry as XYZ:
```
33
C5H21BaO6, DFT ωB97M-V/def2-TZVPD
Ba -4.5286 -0.5246 0.0327
O -0.4350 -0.3235 0.1022
H 0.0552 -0.9784 0.6364
C 1.2422 1.1024 -4.3983
O 1.0033 2.0042 -3.3664
H 1.9046 0.2839 -4.1165
H 0.3498 0.6448 -4.8254
H 1.7008 1.6687 -5.2089
H 0.8815 1.4935 -2.5627
C -1.5309 -2.9439 4.3216
O -2.7484 -2.2945 3.9810
H -1.7033 -3.7740 5.0068
H -0.9152 -3.2519 3.4765
H -1.0187 -2.2052 4.9381
H -2.9020 -1.7904 4.7834
C -3.5012 4.7118 -2.9874
O -3.5503 3.3578 -2.6133
H -4.2848 5.3037 -2.5144
H -2.5230 5.1237 -2.7393
H -3.6073 4.7628 -4.0710
H -2.6378 3.0661 -2.6750
C 2.5786 -4.3353 -0.5742
O 1.6669 -3.6725 -1.4194
H 3.1333 -5.0676 -1.1608
H 3.3076 -3.6688 -0.1131
H 2.0330 -4.8357 0.2258
H 1.1820 -2.9451 -1.0228
C 2.7170 1.5014 3.4183
O 1.9293 2.1922 2.4415
H 2.1506 1.3348 4.3346
H 2.9804 0.4983 3.0829
H 3.6469 2.0337 3.6187
H 1.4233 1.5277 1.9682
```

## Properties
Charge: +1
Highest occupied orbital energy (hartree): -0.3813
Frontier orbital gap (eV): 4.21
LUMO (eV): -6.17
Relative energy (zero: lowest compared OMol25 entry of this formula, charge and spin) (kJ/mol): 641.06
Max |F| (eV/Å): 1.8

These are the Löwdin partial charges, in e, on atoms 1 to 5: atom 1 (Ba): 1.7309, atom 2 (O): -0.5654, atom 3 (H): -0.1543, atom 4 (C): -0.1919, atom 5 (O): -0.1124

---

C40H53N3O5PS3Zn | ωB97M-V/def2-TZVPD

Geometry as XYZ:
```
106
C40H53N3O5PS3Zn, DFT ωB97M-V/def2-TZVPD
Zn -0.1155 -1.1073 -1.4286
C -2.4556 1.5028 -2.7333
C -2.4742 0.0107 -2.5992
N -1.5825 -0.6246 -3.2736
N -1.8416 -1.9583 -3.5617
C -0.8206 -2.7351 -3.6295
S 0.8074 -2.4112 -3.0720
S -1.1503 -4.2714 -4.4560
C -0.4991 -5.4698 -3.2653
C -1.2177 -5.5327 -1.9331
C -0.4895 -5.8577 -0.7924
C -1.1091 -5.9509 0.4489
C -2.4724 -5.7223 0.5620
C -3.2100 -5.4051 -0.5733
C -2.5879 -5.3117 -1.8107
C -3.4462 -0.6158 -1.6899
C -4.7955 -0.2438 -1.6968
C -5.7024 -0.7785 -0.8034
C -5.2362 -1.6780 0.1619
C -3.9028 -2.0218 0.2263
C -2.9615 -1.5293 -0.7077
O -1.7093 -1.8707 -0.5955
H -1.6172 1.8032 -3.3572
H -2.4042 2.0015 -1.7638
H -3.3833 1.8227 -3.2179
H 0.5601 -5.2656 -3.1198
H -0.5874 -6.4187 -3.7996
H 0.5744 -6.0538 -0.8697
H -0.5185 -6.2020 1.3229
H -2.9581 -5.7840 1.5291
H -4.2743 -5.2141 -0.4941
H -3.1630 -5.0437 -2.6894
H -5.1408 0.4509 -2.4570
H -6.7501 -0.5059 -0.8507
H -5.9314 -2.1103 0.8729
H -3.5343 -2.7071 0.9824
N 0.9512 -2.0490 0.3598
C 2.2157 -2.7177 0.5223
C 2.5258 -3.8702 -0.1856
C 3.7359 -4.5138 0.0378
C 4.6471 -4.0116 0.9655
C 4.3533 -2.8337 1.6341
C 3.1446 -2.1888 1.4096
S 6.0665 -4.9924 1.4561
O 5.5007 -5.8898 2.4521
O 7.0072 -4.0208 1.9906
O 6.4930 -5.6465 0.2313
H 0.8274 -1.3986 1.1227
H 0.1715 -2.7029 0.4114
H 1.8164 -4.2454 -0.9131
H 3.9992 -5.4123 -0.5102
H 5.0799 -2.4383 2.3351
H 2.9192 -1.2668 1.9422
O -0.0888 0.6789 -0.4563
P 0.6466 1.8470 0.1625
C 1.5671 1.1742 1.5940
C 0.6447 0.4618 2.6084
C 0.2333 1.3489 3.7856
C 1.4598 1.9483 4.4727
C 2.2721 2.7891 3.4913
C 2.6983 1.9606 2.2813
C 1.9735 2.4257 -0.9636
C 1.6461 2.1619 -2.4474
C 0.7530 3.2447 -3.0499
C 1.3999 4.6207 -2.9082
C 1.6658 4.9444 -1.4389
C 2.5113 3.8582 -0.7666
C -0.6001 3.1174 0.4969
C -0.2239 4.2750 1.4263
C -1.2750 5.3897 1.3013
C -2.6948 4.8148 1.1201
C -2.7986 3.4256 1.7460
C -1.9031 2.4308 0.9943
H 2.0651 0.3898 1.0071
H 1.1890 -0.3975 3.0145
H -0.2402 0.0725 2.0996
H -0.3409 0.7493 4.4930
H -0.4264 2.1529 3.4420
H 2.0870 1.1305 4.8476
H 1.1629 2.5498 5.3343
H 3.1665 3.1815 3.9807
H 1.6854 3.6524 3.1743
H 3.4200 1.2137 2.6294
H 3.2300 2.5835 1.5610
H 2.7698 1.7266 -0.6830
H 1.1893 1.1811 -2.5729
H 2.5935 2.1427 -2.9949
H -0.2173 3.2442 -2.5447
H 0.5618 3.0167 -4.0996
H 0.7658 5.3908 -3.3524
H 2.3491 4.6262 -3.4563
H 0.7107 5.0631 -0.9198
H 2.1904 5.8989 -1.3546
H 2.6369 4.0892 0.2935
H 3.5124 3.8880 -1.2079
H -0.7831 3.5355 -0.4977
H 0.7700 4.6712 1.2093
H -0.2042 3.9119 2.4521
H -1.0259 6.0363 0.4555
H -1.2371 6.0137 2.1970
H -2.9375 4.7372 0.0553
H -3.4303 5.4900 1.5581
H -3.8284 3.0684 1.7249
H -2.5083 3.4828 2.8007
H -2.4415 2.0202 0.1429
H -1.6759 1.5768 1.6339
```

## Properties
Charge: -1
Highest occupied orbital energy (hartree): -0.1955
Frontier orbital gap (eV): 6.97
LUMO (eV): 1.65
Relative energy (zero: lowest compared OMol25 entry of this formula, charge and spin) (kJ/mol): 60.27
Max |F| (eV/Å): 0.6

These are the Löwdin partial charges, in e, on atoms 1 to 5: atom 1 (Zn): 0.4695, atom 2 (C): -0.0159, atom 3 (C): -0.3074, atom 4 (N): -0.0027, atom 5 (N): -0.0607

---

The lowest charge belongs to which entry? C40H53N3O5PS3Zn

---

The lowest max |F| belongs to which entry? C18H45BN3O2

---

charge of number 1 (C27H21GdN7O3S4)? +1